A cluster of 2 separate species, C5H16OSi3 in total at a distorted geometry. Source: the Open Molecules 2025 dataset; level of theory: the ωB97M-V functional and the def2-TZVPD basis.

The calculation puts the LUMO energy (spin up / spin down) at 0.114 / 0.114 eV. For the relative energy (zero: lowest compared OMol25 entry of this formula, charge and spin), the calculation gives 3.615 eV. The calculation puts the gap between HOMO and LUMO (spin up / spin down) at 7.70 / 7.70 eV. As for the HOMO energy (spin up / spin down): -7.6 / -7.6 eV.

The geometry in ORCA input format:
```
! RIJCOSX wB97M-V def2-TZVPD def2/J DEFGRID3
* xyz 0 1
C 1.37050 -0.76910 -2.12007
C 0.58005 -0.36443 -1.16017
C -1.38403 -0.65799 1.16385
C 0.61954 -3.08177 0.20836
C 2.00882 -0.70293 1.68529
O -0.82268 3.02245 -0.82846
Si -1.13971 4.21108 0.24504
Si -1.18970 1.83675 -1.81115
Si 0.38053 -1.14204 0.54290
H 2.21357 -1.48224 -1.98260
H 1.33358 -0.25745 -3.03960
H -1.38526 -1.02051 2.10354
H -1.62989 0.48472 1.28414
H -2.13020 -1.07939 0.55874
H 1.54374 -3.35573 -0.15009
H 0.44724 -3.64544 1.05797
H -0.08353 -3.40698 -0.53344
H 2.23827 0.36142 1.38991
H 1.77743 -0.77445 2.81148
H 2.85200 -1.46668 1.35637
H -2.07632 3.71048 1.40301
H 0.25614 4.57563 0.59951
H -2.00899 5.24586 -0.56090
H -1.10165 2.37239 -3.26815
H -2.44808 1.00819 -1.49346
*
```